(1)
DFT (ωB97M-V/def2-TZVPD) results for C3H9N3 in the gas phase in a non-equilibrium geometry.

XYZ file:
```
15
Properties=species:S:1:pos:R:3:forces:R:3:nbo_charge:R:1
C 0.787893 2.190846 -0.934811 -1.7 -0.6 -0.6 -0.608
C 0.215406 1.436999 0.253757 0.8 2.1 1.6 -0.225
N -0.173429 0.132589 -0.102071 -0.1 -1.4 1.1 -0.472
C 0.059529 -0.752748 0.776019 0.4 -0.5 -0.5 0.269
N -0.198256 -2.117465 0.590947 -0.9 -0.4 0.7 -0.473
N -1.002737 -2.434227 -0.583542 -1.5 -1.3 1.2 -0.658
H -0.157038 2.293289 -1.613847 2.2 -0.5 0.4 0.211
H 1.647326 1.576014 -1.291378 -0.7 1.0 -0.5 0.212
H 1.002676 3.218466 -0.665083 0.6 0.0 0.1 0.205
H 0.917961 1.461674 1.166354 -0.7 0.0 -1.1 0.144
H -0.651888 2.050430 0.534918 -0.2 -0.4 0.3 0.180
H 0.623707 -0.635905 1.758228 -0.7 0.4 -1.0 0.142
H -0.448938 -2.497172 1.560350 0.2 0.0 -2.3 0.359
H -0.607243 -3.224576 -1.157118 -0.3 1.1 1.4 0.365
H -2.014970 -2.698214 -0.292723 2.4 0.6 -0.7 0.350
```
Positions in Å, forces in eV/Å.

Computed properties:
Lowest unoccupied orbital energy (eV): 0.958
Total charge: 0
F_max (eV/Å): 2.7
Electronic energy (a.u.): -283.8922
Energy relative to the best compared isomer or geometry (same formula, charge and spin) (kJ/mol): 238.6
SMILES string: CC/N=C/NN

---

(2)
DFT (ωB97M-V/def2-TZVPD) results for 2 unconnected molecules or ions with the total composition C3H9N3 in a non-equilibrium geometry.

XYZ file:
```
15
Properties=species:S:1:pos:R:3:forces:R:3:nbo_charge:R:1
C 3.134434 0.555867 0.236213 -1.5 -0.3 1.2 -0.358
C -1.747191 1.071824 -0.837046 -0.8 1.3 1.5 -0.032
C -1.906458 -1.044379 0.192621 0.0 -0.4 0.7 -0.470
N 1.846794 0.134718 0.332853 1.4 -1.2 -1.0 -0.187
N 1.390849 -1.061786 0.197677 1.4 -1.5 -0.6 -0.567
N -1.149732 0.116979 -0.296640 0.5 -1.6 -0.6 -0.444
H 3.403916 1.421255 0.876168 -0.2 -0.5 -1.0 0.188
H 3.841018 -0.222117 -0.038594 -0.1 0.2 0.3 0.197
H -2.817539 1.359445 -0.675811 0.3 -0.9 -0.7 0.146
H -1.123561 1.868719 -1.178477 0.3 0.6 -0.6 0.171
H -1.748947 -2.031204 -0.489378 0.0 2.4 2.0 0.234
H -1.710559 -1.136545 1.344305 0.0 -0.5 -2.3 0.228
H -2.931710 -0.723429 0.108050 -0.9 -0.6 0.0 0.179
H 1.097918 0.760674 0.367674 -1.1 2.2 0.4 0.377
H 0.420769 -1.070017 -0.139615 0.8 0.8 0.6 0.339
```
Positions in Å, forces in eV/Å.

Computed properties:
Lowest unoccupied orbital energy (eV): 0.800
Total charge: 0
F_max (eV/Å): 3.1
Electronic energy (a.u.): -283.8024
Energy relative to the best compared isomer or geometry (same formula, charge and spin) (kJ/mol): 474.4

---

(3)
DFT (ωB97M-V/def2-TZVPD) results for C3H9N3 in the gas phase in a non-equilibrium geometry.

XYZ file:
```
15
Properties=species:S:1:pos:R:3:forces:R:3:nbo_charge:R:1
H -1.847818 -1.422904 -1.167791 0.1 0.0 -0.8 0.327
N -1.929104 -0.408120 -1.128553 -0.6 -0.6 1.3 -0.756
C -0.912255 0.079155 -0.536445 0.4 0.4 -0.4 0.580
N -0.979481 1.326858 0.076364 0.6 -0.3 -0.2 -0.848
N 0.368209 -0.492090 -0.543634 -0.5 0.0 0.3 -0.633
C 1.467578 0.051168 0.217537 0.8 0.0 0.8 -0.221
C 1.619550 -0.505107 1.653727 0.5 1.2 0.1 -0.638
H -0.350888 1.972617 -0.374653 -0.2 0.5 0.3 0.377
H -1.925905 1.629961 0.217315 -0.1 0.3 -0.5 0.401
H 0.289372 -1.496572 -0.431284 0.2 0.1 -0.4 0.379
H 1.479373 1.135090 0.275409 -0.6 0.1 -0.2 0.202
H 2.403186 -0.126492 -0.313952 -0.1 -0.4 -0.2 0.191
H 1.530449 0.292154 2.396908 -0.4 0.1 -0.1 0.214
H 2.666200 -0.784316 1.788053 -0.3 -0.8 0.1 0.212
H 0.866414 -1.243691 1.906696 0.3 -0.4 -0.1 0.214
```
Positions in Å, forces in eV/Å.

Computed properties:
Lowest unoccupied orbital energy (eV): 0.959
Total charge: 0
F_max (eV/Å): 1.6
Electronic energy (a.u.): -283.9566
Energy relative to the best compared isomer or geometry (same formula, charge and spin) (kJ/mol): 69.5
SMILES string: [H]/N=C(/N)NCC

---

(4)
DFT (ωB97M-V/def2-TZVPD) results for 2 unconnected molecules or ions with the total composition C3H9N3 in a non-equilibrium geometry.

XYZ file:
```
15
Properties=species:S:1:pos:R:3:forces:R:3:nbo_charge:R:1
C -1.939443 -0.156118 -1.370203 0.3 -2.7 -1.0 -0.503
C 0.471997 1.475930 0.311768 -0.4 0.9 0.1 -0.474
C 0.788640 -1.251733 1.142101 -1.1 2.5 0.6 -0.456
N 0.865702 -0.491836 -1.209256 -1.6 -0.6 -0.6 0.005
N 1.295187 0.557102 -0.488556 0.9 1.0 1.1 -0.159
N 1.527774 -0.789515 -0.031962 1.5 -0.3 0.7 -0.182
H -1.472986 -1.111201 -1.065440 -0.5 0.9 0.1 0.173
H -1.913908 0.693143 -0.772515 -0.1 1.2 0.8 0.155
H -2.315896 -0.178096 -2.384058 0.0 0.4 0.1 0.172
H 1.204869 1.948191 1.048780 -1.0 -0.2 -1.3 0.221
H 0.054511 2.162099 -0.484285 0.5 -0.2 1.3 0.232
H -0.386553 1.114409 0.955765 0.9 -0.2 -1.0 0.195
H 0.999712 -2.281238 1.219232 0.2 -1.1 0.5 0.222
H 1.132540 -0.618109 2.048522 -0.2 -1.4 -1.4 0.211
H -0.312142 -1.073035 1.080101 0.7 -0.4 -0.1 0.188
```
Positions in Å, forces in eV/Å.

Computed properties:
Lowest unoccupied orbital energy (spin up / spin down) (eV): 0.051 / 0.275
Total charge: 0
F_max (eV/Å): 2.9
Electronic energy (a.u.): -283.6937
Energy relative to the best compared isomer or geometry (same formula, charge and spin) (kJ/mol): 759.8

---

(5)
DFT (ωB97M-V/def2-TZVPD) results for C3H9N3 in the gas phase in a non-equilibrium geometry.

XYZ file:
```
15
Properties=species:S:1:pos:R:3:forces:R:3:nbo_charge:R:1
H 0.822727 2.029681 -1.457607 -0.1 -0.3 0.3 0.340
N -0.180167 1.954878 -1.566255 -1.1 0.8 -0.5 -0.782
C -0.773488 0.995496 -0.980021 0.7 -1.1 0.4 0.591
N -2.130830 0.764991 -1.025764 -0.9 -0.5 -0.1 -0.827
N -0.028463 -0.001010 -0.324800 2.5 -0.1 0.1 -0.667
C 0.098064 -0.930446 0.876235 -2.5 1.3 -1.0 -0.198
C 1.567159 -1.019435 1.234960 -0.8 0.4 0.9 -0.630
H -2.390475 -0.203292 -1.174298 0.3 0.0 0.4 0.377
H -2.699043 1.309104 -1.654517 0.5 0.6 0.0 0.393
H 0.892318 0.407530 -0.292620 0.1 0.0 -0.7 0.358
H -0.482956 -0.407474 1.649148 0.2 -0.7 0.4 0.192
H -0.405762 -1.863108 0.580384 0.4 0.1 0.5 0.197
H 1.674004 -1.453255 2.229748 0.0 -0.3 -0.1 0.226
H 2.129949 -1.600071 0.520136 0.3 0.2 -0.2 0.221
H 1.906964 0.016410 1.385271 0.4 -0.3 -0.4 0.210
```
Positions in Å, forces in eV/Å.

Computed properties:
Lowest unoccupied orbital energy (eV): 0.930
Total charge: 0
F_max (eV/Å): 3.0
Electronic energy (a.u.): -283.9433
Energy relative to the best compared isomer or geometry (same formula, charge and spin) (kJ/mol): 104.4
SMILES string: [H]/N=C(/N)NCC

---

(6)
DFT (ωB97M-V/def2-TZVPD) results for 2 unconnected molecules or ions with the total composition C3H9N3 in a non-equilibrium geometry.

XYZ file:
```
15
Properties=species:S:1:pos:R:3:forces:R:3:nbo_charge:R:1
H -2.953485 0.972908 -1.150589 0.4 -0.1 -0.2 0.306
N -2.182243 1.604086 -0.863288 1.0 0.6 -1.6 -0.325
N -1.171555 1.599895 -1.634925 -2.0 0.7 0.3 -0.330
H -1.256327 0.976297 -2.460119 -0.2 -0.2 0.3 0.308
C -0.734728 0.089192 0.917580 -2.1 0.8 -0.4 -0.442
C 0.286884 0.130256 0.119164 -0.1 1.2 -2.7 -0.189
C 1.596033 -0.598050 0.070870 0.1 0.1 0.3 -0.264
N 1.859233 -1.545641 1.143953 0.0 -0.1 0.1 -0.823
H -0.891466 -0.531197 1.785111 0.1 0.1 0.2 0.203
H -1.614980 0.775561 0.506540 1.4 -1.5 1.6 0.223
H 0.003242 0.879520 -0.831805 1.6 -1.7 2.1 0.222
H 1.677380 -1.140087 -0.877033 0.0 0.2 0.0 0.201
H 2.402252 0.143515 0.075820 0.0 -0.1 -0.1 0.204
H 1.156309 -2.276508 1.154325 0.0 0.1 0.0 0.351
H 1.823451 -1.079746 2.044396 0.0 -0.1 -0.1 0.354
```
Positions in Å, forces in eV/Å.

Computed properties:
Lowest unoccupied orbital energy (eV): 0.288
Total charge: 0
F_max (eV/Å): 3.2
Electronic energy (a.u.): -283.8253
Energy relative to the best compared isomer or geometry (same formula, charge and spin) (kJ/mol): 414.4
SMILES string: [H]/N=N\[H].C=CCN

---

(7)
DFT (ωB97M-V/def2-TZVPD) results for C3H9N3 in the gas phase in a non-equilibrium geometry.

XYZ file:
```
15
Properties=species:S:1:pos:R:3:forces:R:3:nbo_charge:R:1
N 1.085744 -0.978793 -1.188842 -1.1 0.9 1.0 -0.662
C 0.371497 -0.388236 -0.291141 1.0 -1.4 1.1 0.304
C -0.649904 0.667677 -0.612104 0.0 -0.3 -2.8 -0.305
N -0.973342 0.614134 -2.102065 0.7 0.1 0.9 -0.836
C 0.479653 -0.767113 1.252512 0.2 0.5 -1.3 -0.291
N -0.021467 0.214195 2.198930 -0.2 0.0 -0.1 -0.822
H 1.709525 -1.678767 -0.771448 -0.2 0.3 0.0 0.343
H -1.583984 0.505144 -0.073157 0.2 0.0 0.2 0.202
H -0.233627 1.651704 -0.381993 -0.2 -0.1 0.3 0.210
H -0.349796 -0.096884 -2.509782 -0.4 0.3 0.3 0.381
H -0.681459 1.486303 -2.540593 -0.2 -0.2 0.2 0.351
H 1.541254 -0.940921 1.455586 -0.1 -0.1 0.0 0.200
H -0.044843 -1.717467 1.385003 0.0 0.1 0.1 0.212
H -1.034588 0.296533 2.142977 0.3 0.1 0.1 0.358
H 0.385339 1.132492 2.036115 -0.1 -0.2 0.1 0.357
```
Positions in Å, forces in eV/Å.

Computed properties:
Lowest unoccupied orbital energy (eV): 0.886
Total charge: 0
F_max (eV/Å): 2.8
Electronic energy (a.u.): -283.9454
Energy relative to the best compared isomer or geometry (same formula, charge and spin) (kJ/mol): 99.1
SMILES string: N=C(CN)CN

---

(8)
DFT (ωB97M-V/def2-TZVPD) results for C3H9N3O in the gas phase in a non-equilibrium geometry.

XYZ file:
```
16
Properties=species:S:1:pos:R:3:forces:R:3:nbo_charge:R:1
N 2.153992 0.271619 -0.497005 0.3 0.8 -0.1 -0.840
C 0.988208 1.150586 -0.232693 0.4 -0.6 -0.5 -0.232
C -0.294051 0.485411 -0.750213 0.1 0.1 0.2 -0.224
N -0.309638 -0.949137 -0.503731 -0.9 0.3 1.2 -0.650
C -1.185329 -1.488220 0.472943 1.3 -0.2 0.3 0.777
N -2.034353 -0.694672 1.193789 0.0 -0.1 -0.4 -0.857
O -1.018028 -2.646932 0.804756 -0.3 -0.1 -0.1 -0.646
H 2.898960 0.481704 0.159135 -0.2 -0.1 0.3 0.361
H 2.563974 0.593678 -1.369965 -0.1 -0.4 -0.2 0.355
H 0.904862 1.299806 0.837091 0.0 0.1 0.2 0.190
H 1.126341 2.108117 -0.738836 -0.2 0.2 0.3 0.181
H -0.427887 0.662957 -1.813014 0.1 0.1 -0.2 0.188
H -1.116552 0.988630 -0.242130 -0.1 0.0 -0.2 0.174
H 0.593043 -1.257313 -0.145023 0.2 -0.1 -0.9 0.420
H -2.499515 -1.220305 1.913612 -0.3 0.3 -0.1 0.413
H -2.344026 0.214072 0.911283 -0.1 -0.1 0.1 0.390
```
Positions in Å, forces in eV/Å.

Computed properties:
Lowest unoccupied orbital energy (eV): 0.758
Total charge: 0
F_max (eV/Å): 1.5
Electronic energy (a.u.): -359.2263
Energy relative to the best compared isomer or geometry (same formula, charge and spin) (kJ/mol): 47.7
SMILES string: NCCNC(N)=O

---

Please write out number 2 again, unchanged.
DFT (ωB97M-V/def2-TZVPD) results for 2 unconnected molecules or ions with the total composition C3H9N3 in a non-equilibrium geometry.

XYZ file:
```
15
Properties=species:S:1:pos:R:3:forces:R:3:nbo_charge:R:1
C 3.134434 0.555867 0.236213 -1.5 -0.3 1.2 -0.358
C -1.747191 1.071824 -0.837046 -0.8 1.3 1.5 -0.032
C -1.906458 -1.044379 0.192621 0.0 -0.4 0.7 -0.470
N 1.846794 0.134718 0.332853 1.4 -1.2 -1.0 -0.187
N 1.390849 -1.061786 0.197677 1.4 -1.5 -0.6 -0.567
N -1.149732 0.116979 -0.296640 0.5 -1.6 -0.6 -0.444
H 3.403916 1.421255 0.876168 -0.2 -0.5 -1.0 0.188
H 3.841018 -0.222117 -0.038594 -0.1 0.2 0.3 0.197
H -2.817539 1.359445 -0.675811 0.3 -0.9 -0.7 0.146
H -1.123561 1.868719 -1.178477 0.3 0.6 -0.6 0.171
H -1.748947 -2.031204 -0.489378 0.0 2.4 2.0 0.234
H -1.710559 -1.136545 1.344305 0.0 -0.5 -2.3 0.228
H -2.931710 -0.723429 0.108050 -0.9 -0.6 0.0 0.179
H 1.097918 0.760674 0.367674 -1.1 2.2 0.4 0.377
H 0.420769 -1.070017 -0.139615 0.8 0.8 0.6 0.339
```
Positions in Å, forces in eV/Å.

Computed properties:
Lowest unoccupied orbital energy (eV): 0.800
Total charge: 0
F_max (eV/Å): 3.1
Electronic energy (a.u.): -283.8024
Energy relative to the best compared isomer or geometry (same formula, charge and spin) (kJ/mol): 474.4